1.
ORCA calculation (ωB97M-V/def2-TZVPD) on C5H9N as an isolated structure.

- Highest occupied orbital energy: -9.111 eV
- Gap between HOMO and LUMO: 10.17 eV
- E_LUMO: 1.058 eV
- Relative energy (zero: lowest compared OMol25 entry of this formula, charge and spin): 42.3 kcal/mol

XYZ file:
```
15
Properties=species:S:1:pos:R:3:mulliken_charge:R:1
C 0.94 -0.08 0.34 0.63
C 0.05 0.02 -0.91 -0.81
C -1.01 -0.57 0.02 0.33
C 2.35 0.14 0.39 -1.00
C -2.16 0.36 0.25 -1.24
N 0.04 -0.66 1.06 -0.75
H 0.01 0.95 -1.42 0.37
H 0.27 -0.77 -1.52 0.32
H -1.17 -1.62 -0.24 0.38
H 2.87 -0.08 1.37 0.29
H 2.49 1.14 0.01 0.30
H 2.75 -0.57 -0.37 0.26
H -2.85 -0.05 1.05 0.31
H -2.80 0.55 -0.68 0.27
H -1.77 1.25 0.65 0.35
```


2.
ORCA calculation (ωB97M-V/def2-TZVPD) on the molecule C5H9N.

- Highest occupied orbital energy: -7.742 eV
- Gap between HOMO and LUMO: 8.67 eV
- E_LUMO: 0.930 eV
- Relative energy (zero: lowest compared OMol25 entry of this formula, charge and spin): 37.9 kcal/mol
- Structure (SMILES): C=C/C(C)=C/N

XYZ file:
```
15
Properties=species:S:1:pos:R:3:mulliken_charge:R:1
C 1.25 1.24 -1.81 -0.80
C 0.15 0.69 -1.29 -0.28
C 0.01 0.08 0.03 0.54
C 1.10 0.26 1.06 -1.03
C -1.13 -0.58 0.24 -0.17
N -1.44 -1.41 1.36 -0.62
H 2.18 1.09 -1.28 0.25
H 1.21 2.13 -2.43 0.24
H -0.80 0.74 -1.83 0.19
H 2.01 0.64 0.63 0.33
H 1.21 -0.66 1.64 0.24
H 0.71 0.91 1.85 0.27
H -1.94 -0.33 -0.44 0.29
H -0.68 -2.08 1.37 0.27
H -2.26 -1.93 1.09 0.29
```


3.
ORCA calculation (ωB97M-V/def2-TZVPD) on C5H9N as an isolated structure.

- Highest occupied orbital energy: -7.241 eV
- Gap between HOMO and LUMO: 7.23 eV
- E_LUMO: -0.010 eV
- Relative energy (zero: lowest compared OMol25 entry of this formula, charge and spin): 138.1 kcal/mol

XYZ file:
```
15
Properties=species:S:1:pos:R:3:mulliken_charge:R:1
C -2.39 -0.30 0.22 -0.90
N -1.45 0.55 -0.51 -0.30
C -0.18 -0.07 -0.85 -0.45
C 0.60 -0.63 0.16 -0.07
C 1.92 -0.32 0.57 -0.29
C 2.60 0.74 0.12 -0.83
H -3.26 0.27 0.54 0.32
H -2.73 -1.09 -0.46 0.30
H -1.94 -0.75 1.11 0.38
H -1.20 1.36 0.06 0.31
H 0.14 0.01 -1.90 0.45
H -0.30 -1.30 -0.33 0.23
H 2.41 -0.86 1.37 0.30
H 3.55 1.01 0.56 0.26
H 2.23 1.37 -0.67 0.29
```


4.
ORCA calculation (ωB97M-V/def2-TZVPD) on the molecule C5H9N.

- Highest occupied orbital energy: -7.258 eV
- Gap between HOMO and LUMO: 6.32 eV
- E_LUMO: -0.942 eV
- Relative energy (zero: lowest compared OMol25 entry of this formula, charge and spin): 121.5 kcal/mol

XYZ file:
```
15
Properties=species:S:1:pos:R:3:mulliken_charge:R:1
C -1.57 -0.92 1.55 -0.67
N -0.23 -0.53 1.05 -0.59
C -0.22 0.12 -0.06 1.01
C -1.20 0.51 -1.04 -0.78
C 2.28 0.35 -0.33 -0.93
C 0.88 0.43 -0.90 -0.50
H -1.81 -0.19 2.35 0.23
H -1.52 -1.92 1.98 0.24
H -2.25 -0.79 0.68 0.29
H 2.31 1.04 0.53 0.27
H -1.57 1.53 -1.08 0.26
H -1.42 -0.05 -1.95 0.31
H 2.35 -0.62 0.18 0.26
H 3.11 0.51 -1.01 0.33
H 0.85 0.52 -1.97 0.28
```